Entry A
C5H4O | ωB97M-V with the def2-TZVPD basis set

```
10
C5H4O, DFT ωB97M-V with the def2-TZVPD basis set
O -2.3458 -0.1504 -0.1472
H -0.4703 -2.4652 0.4658
H 1.6171 1.6327 -0.1904
C 0.8164 0.8682 -0.0170
H -0.8907 2.2509 0.0952
C -0.2291 -1.3068 0.0770
C -1.1193 -0.0560 0.0310
C -0.4805 1.2089 0.1338
C 1.0104 -0.7420 -0.0787
H 2.0918 -1.2401 -0.3696
```

LUMO energy: -0.6 eV

List of natural (NBO) charges in e, atom by atom:
1 O -0.50
2 H 0.27
3 H 0.22
4 C -0.13
5 H 0.26
6 C -0.30
7 C 0.48
8 C -0.33
9 C -0.20
10 H 0.24

***

Entry B
C5H4O | ωB97M-V with the def2-TZVPD basis set

```
10
C5H4O, DFT ωB97M-V with the def2-TZVPD basis set
H -1.8462 0.4719 1.3643
H 1.7995 1.6833 0.1020
C -1.0929 0.0416 0.8457
C -0.9154 -0.7550 -0.4626
O 1.4266 1.1246 -1.7471
H 0.5418 -1.7390 1.1374
C 1.1135 1.1156 -0.5820
C 0.0612 0.3145 -0.0147
C -0.0964 -1.0013 0.7253
H -0.9916 -1.2562 -1.3682
```

LUMO energy: 1.0 eV

List of natural (NBO) charges in e, atom by atom:
1 H 0.25
2 H 0.12
3 C -0.15
4 C -0.24
5 O -0.51
6 H 0.26
7 C 0.41
8 C -0.19
9 C -0.20
10 H 0.26

***

Short version: entry A is the most stable of them.

***

Entry A
C4H4Br2 | ωB97M-V with the def2-TZVPD basis set

```
10
C4H4Br2, DFT ωB97M-V with the def2-TZVPD basis set
Br 2.3573 1.5987 0.0101
H -0.6650 -1.2268 1.3538
C 0.4702 0.9919 -0.6012
H 0.8062 -1.2948 -1.1240
C -0.2822 -0.4339 0.6315
H 0.2458 1.4971 -1.6302
Br -2.2868 1.5960 -0.0324
H -0.3973 1.6432 1.5662
C 0.3472 -0.5310 -0.5158
C -0.5322 1.0488 0.6819
```

LUMO energy: 0.3 eV

List of natural (NBO) charges in e, atom by atom:
1 Br -0.07
2 H 0.22
3 C -0.20
4 H 0.23
5 C -0.17
6 H 0.25
7 Br -0.02
8 H 0.24
9 C -0.21
10 C -0.27

***

Entry B
C4H4Br2 | ωB97M-V with the def2-TZVPD basis set

```
10
C4H4Br2, DFT ωB97M-V with the def2-TZVPD basis set
H -1.4570 1.2543 -1.3303
H 2.3033 0.2032 1.3454
H 0.1297 -2.0910 0.2610
C 1.5955 -0.5544 0.8790
Br 1.3360 -0.8972 -2.8440
C -0.8721 0.5343 -1.8058
H -1.3514 -0.5035 -1.8250
Br 1.4968 2.0844 -1.7629
C 0.3726 0.5339 -2.1384
C 0.8047 -1.4092 0.6902
```

LUMO energy: 0.5 eV

List of natural (NBO) charges in e, atom by atom:
1 H 0.23
2 H 0.26
3 H 0.23
4 C -0.24
5 Br 0.13
6 C -0.44
7 H 0.22
8 Br 0.05
9 C -0.18
10 C -0.25

***

Short version: entry A is the most stable of them.

***

Entry A
C4H10NOP | ωB97M-V with the def2-TZVPD basis set

```
17
C4H10NOP, DFT ωB97M-V with the def2-TZVPD basis set
H 2.9135 -0.3697 1.6772
P -0.6022 -0.5091 0.4267
H -1.4748 1.5537 1.5173
H -2.2402 -1.2769 -1.3033
H 1.3697 -1.1285 1.5554
H -2.8478 -0.3705 0.1933
O 2.7207 0.5849 -0.8342
H 0.3625 -0.1129 -1.8509
C -0.7084 1.3561 0.7666
N 2.2343 -0.7103 1.0161
C 2.0658 -0.2050 -0.2405
C 0.5965 -0.6606 -0.9129
H 0.6329 -1.7020 -1.2068
H -1.0425 1.9178 -0.1834
H 0.1640 1.6542 1.3926
H -2.0917 0.4242 -1.3406
C -2.0525 -0.4456 -0.6725
```

LUMO energy: 1.0 eV

List of natural (NBO) charges in e, atom by atom:
1 H 0.40
2 P 0.79
3 H 0.23
4 H 0.23
5 H 0.41
6 H 0.23
7 O -0.59
8 H 0.24
9 C -0.94
10 N -0.87
11 C 0.71
12 C -0.84
13 H 0.24
14 H 0.23
15 H 0.24
16 H 0.22
17 C -0.94

***

Entry B
C4H10NOP | ωB97M-V with the def2-TZVPD basis set

```
17
C4H10NOP, DFT ωB97M-V with the def2-TZVPD basis set
P 1.5039 0.0774 2.2593
H 1.3168 1.3354 -0.7678
C 0.2800 1.2916 -0.8302
O 1.1674 0.4271 3.6580
H 0.5503 -1.5341 -1.5479
C -0.1658 0.0018 -0.1026
H -1.7084 -1.5780 -0.2604
H 1.1637 -1.8933 -0.0277
H -0.7551 0.4943 1.8101
H -1.8944 -0.2279 -1.4251
H 1.7648 -0.4912 -0.8651
H -2.3843 0.0988 0.1773
H -0.2172 2.2559 -0.4867
C 0.8872 -1.0387 -0.6556
H -0.0134 1.1605 -1.8559
C -1.5960 -0.4874 -0.4310
N 0.1004 0.1080 1.3512
```

LUMO energy: 0.5 eV

List of natural (NBO) charges in e, atom by atom:
1 P 1.42
2 H 0.21
3 C -0.61
4 O -1.04
5 H 0.21
6 C 0.13
7 H 0.23
8 H 0.22
9 H 0.41
10 H 0.22
11 H 0.21
12 H 0.21
13 H 0.21
14 C -0.63
15 H 0.21
16 C -0.62
17 N -1.00

***

Short version: entry B is the most stable of them.

***

Entry A
C7H16O | ωB97M-V with the def2-TZVPD basis set

```
24
C7H16O, DFT ωB97M-V with the def2-TZVPD basis set
C 0.9660 -0.4290 -1.3740
H 2.0608 -2.3089 0.0243
H 0.2738 1.9451 -1.5665
H -2.6543 -0.3236 0.4229
C 1.8610 -0.1234 -0.1526
H -3.3612 0.8970 -0.7905
H 2.8636 0.1608 -0.4510
H -1.0500 2.9596 -0.8354
O -0.7264 0.3435 3.7193
H -1.0336 -0.8071 -2.1791
H 1.2293 0.0632 -2.3314
C 2.0723 -1.4438 0.6831
H 1.3620 0.6326 0.4491
H 3.0612 -1.3209 1.1032
C -0.6596 1.9638 -1.0065
H -2.6394 1.4147 0.6781
C -0.5684 -0.4942 -1.2350
C -2.5662 0.6278 -0.0887
C -1.2503 0.7362 -0.7472
H 1.3410 -1.6022 1.4678
H -0.6784 -1.3623 -0.5827
H 0.1367 0.1587 3.2866
H 1.2424 -1.4118 -1.7614
H -1.2824 -0.2755 3.2678
```

charge: +1
spin multiplicity: 2
LUMO energy (spin up / spin down): -4.8 / -8.5 eV

List of natural (NBO) charges in e, atom by atom:
1 C -0.43
2 H 0.21
3 H 0.22
4 H 0.26
5 C -0.41
6 H 0.31
7 H 0.24
8 H 0.23
9 O -0.91
10 H 0.31
11 H 0.22
12 C -0.61
13 H 0.19
14 H 0.23
15 C -0.07
16 H 0.28
17 C -0.53
18 C -0.71
19 C 0.33
20 H 0.20
21 H 0.27
22 H 0.46
23 H 0.24
24 H 0.46

***

Entry B
C7H16O | ωB97M-V with the def2-TZVPD basis set

```
24
C7H16O, DFT ωB97M-V with the def2-TZVPD basis set
H 1.0135 0.0050 1.2053
H 1.2466 2.3152 -0.6192
H -2.5892 -0.0286 0.0581
H 0.0475 -2.7191 1.1026
H -1.3660 -0.2812 1.1798
H -1.1470 2.0204 0.8155
C -1.3545 2.0073 -1.3258
H 1.1761 -1.7397 -1.2735
H -1.1609 3.0630 -1.4628
H 0.6012 -1.9079 2.5487
H 2.3482 -0.9286 0.5731
C -1.4705 -0.0214 0.1239
C -1.2555 1.3946 -0.0648
C -0.8203 -0.9930 -0.8432
H 1.1379 3.2216 0.6471
C 0.7051 -0.9229 -0.7384
H -1.1774 -0.8336 -1.8636
H 1.7133 -2.8358 1.6703
C 1.2706 -0.9146 0.6906
H 1.0521 0.0201 -1.1619
C 0.8771 -2.1529 1.5192
O 1.7516 2.8011 0.0361
H -1.1401 -2.0026 -0.5766
H -1.4595 1.4337 -2.2406
```

charge: +1
spin multiplicity: 2
LUMO energy (spin up / spin down): -5.3 / -9.0 eV

List of natural (NBO) charges in e, atom by atom:
1 H 0.19
2 H 0.45
3 H 0.35
4 H 0.20
5 H 0.27
6 H 0.24
7 C -0.08
8 H 0.24
9 H 0.23
10 H 0.22
11 H 0.24
12 C -0.51
13 C 0.11
14 C -0.40
15 H 0.47
16 C -0.39
17 H 0.22
18 H 0.24
19 C -0.41
20 H 0.19
21 C -0.64
22 O -0.90
23 H 0.25
24 H 0.23

***

Short version: entry A is the most stable of them.

***

Entry A
CHN3OS | ωB97M-V with the def2-TZVPD basis set

```
7
CHN3OS, DFT ωB97M-V with the def2-TZVPD basis set
S -2.8091 -1.0037 -0.3279
H 0.5252 0.1928 0.0625
N -1.5955 -2.0428 0.2994
O -1.8304 1.4409 -0.9174
N -0.3433 -0.3107 0.0100
C -1.7502 0.3294 -0.5282
N -0.4890 -1.5334 0.3852
```

LUMO energy: 0.8 eV

List of natural (NBO) charges in e, atom by atom:
1 S 0.44
2 H 0.42
3 N -0.34
4 O -0.53
5 N -0.46
6 C 0.42
7 N 0.05

***

Entry B
CHN3OS | ωB97M-V with the def2-TZVPD basis set

```
7
CHN3OS, DFT ωB97M-V with the def2-TZVPD basis set
H -1.6589 -0.2121 0.3186
O 0.0553 -2.0958 -0.0509
S 1.7042 0.1199 -0.0490
N 0.7881 1.5980 -0.0465
N -0.8443 0.1781 -0.0480
C 0.3614 -0.9616 -0.0635
N -0.4058 1.3736 -0.0606
```

LUMO energy: 0.7 eV

List of natural (NBO) charges in e, atom by atom:
1 H 0.42
2 O -0.53
3 S 0.40
4 N -0.31
5 N -0.46
6 C 0.42
7 N 0.06

***

Short version: entry A is the most stable of them.

***

Entry A
C18H27N3O5 | ωB97M-V with the def2-TZVPD basis set

```
53
C18H27N3O5, DFT ωB97M-V with the def2-TZVPD basis set
H 0.1853 1.6306 0.4574
H -2.5839 1.9582 0.5005
C 2.0734 2.3544 1.2062
C -2.5947 0.0549 1.5417
H -1.3502 0.3929 -0.8438
H 1.4159 0.2060 -4.2569
H 0.3077 -4.2612 -0.6599
C -2.2702 -1.0179 0.4940
H -3.0625 -1.7682 0.4326
C 3.0233 1.7185 0.1715
C -3.3085 1.2580 0.9192
O -0.9109 -2.8884 0.1590
H 0.1546 -4.3667 1.1278
H -3.2233 -0.3849 2.3180
H -4.0388 -0.5543 -1.8606
H 0.7620 3.0924 -0.3553
C 0.6897 2.5842 0.6027
H -4.9175 0.0310 0.2208
C 1.0905 -1.6178 -1.6495
H -3.8675 1.7877 1.6921
C -2.1146 -0.3855 -0.8968
C 1.8548 0.7238 -1.6935
C 1.7795 -1.7628 -0.3949
H -1.7775 -1.1402 -1.6081
H 2.5152 3.3273 1.4508
H 3.7068 -0.1549 1.7011
C 2.5572 -0.7107 0.1109
C 1.9381 1.5499 2.4983
O 0.4534 -2.4799 -2.2252
H 3.2620 -1.8481 1.5684
O 1.8701 1.8037 -2.2423
C 1.5542 -2.9105 0.4620
C -0.9819 -1.7433 0.8244
H 3.1736 2.4360 -0.6396
H 2.9044 1.3999 2.9785
H -4.8670 1.6202 -0.5336
N 3.3761 -0.9204 1.1410
O -0.1140 -1.3194 1.5516
H 1.4638 0.5874 2.3175
H 1.3098 2.0980 3.1971
N 1.2513 -0.3627 -2.2554
N 2.4790 0.5245 -0.4617
C -3.4466 0.2133 -1.3604
C 0.6549 -0.1481 -3.5629
H -3.2408 0.9969 -2.0917
C 0.2619 -3.6912 0.2715
H 3.9974 1.4961 0.6123
H -1.6654 0.3765 2.0162
H -0.1347 0.6004 -3.4960
H 0.0839 3.1874 1.2746
C -4.2483 0.7911 -0.1869
O 2.3228 -3.2646 1.3500
H 0.2460 -1.0993 -3.8949
```

LUMO energy: 0.7 eV

List of natural (NBO) charges in e, atom by atom:
1 H 0.20
2 H 0.19
3 C -0.22
4 C -0.41
5 H 0.19
6 H 0.21
7 H 0.25
8 C -0.32
9 H 0.22
10 C -0.23
11 C -0.40
12 O -0.49
13 H 0.21
14 H 0.21
15 H 0.21
16 H 0.23
17 C -0.62
18 H 0.19
19 C 0.69
20 H 0.21
21 C -0.39
22 C 0.81
23 C -0.45
24 H 0.24
25 H 0.21
26 H 0.40
27 C 0.55
28 C -0.62
29 O -0.63
30 H 0.45
31 O -0.63
32 C 0.60
33 C 0.83
34 H 0.26
35 H 0.19
36 H 0.21
37 N -0.77
38 O -0.63
39 H 0.23
40 H 0.22
41 N -0.47
42 N -0.45
43 C -0.40
44 C -0.42
45 H 0.21
46 C -0.17
47 H 0.20
48 H 0.23
49 H 0.21
50 H 0.21
51 C -0.40
52 O -0.61
53 H 0.25

***

Entry B
C18H27N3O5 | ωB97M-V with the def2-TZVPD basis set

```
53
C18H27N3O5, DFT ωB97M-V with the def2-TZVPD basis set
H 4.7788 1.8646 2.7488
H -6.2066 1.9131 1.5571
C 2.7263 0.7526 -1.5565
C 2.7338 -1.8585 -0.4423
C 5.6926 1.2884 2.8701
H -1.2809 -2.8046 -2.1039
C -4.6582 -2.6621 2.2645
H -4.2578 -3.6708 2.3572
N -2.4585 -0.9910 -0.6811
H 1.2959 0.3262 0.0071
H 2.6715 1.8269 -1.3800
H 5.4493 0.3208 3.3033
C -5.2061 0.0197 1.5104
H 6.5676 2.0846 1.0656
H -2.4066 -1.9011 -0.2429
O -3.9028 -2.0446 1.2523
H 6.3594 1.8218 3.5416
H 2.8162 -2.9410 -0.5660
N 1.5997 -1.3815 -1.2127
O 4.3843 2.2089 0.1288
H -3.1589 3.8434 -1.0174
H -3.0626 1.5205 -1.3183
H -0.0281 -1.8338 0.0780
O -1.6068 0.2986 -2.3555
O -4.9700 3.1685 -0.2576
H -5.7180 -2.7171 1.9970
H 7.2969 0.5430 1.6123
H 0.6148 0.4059 -1.6386
H 2.8424 0.5598 -2.6276
C -1.6207 -0.7340 -1.7179
H -4.6261 4.7878 -1.3780
C -4.2194 3.7825 -1.2797
C -4.2146 -0.7427 0.9163
C -3.4447 -0.1774 -0.1143
H -4.3262 3.2521 -2.2307
C -4.6716 1.8841 0.0783
H -4.5502 -2.1409 3.2209
H 4.1495 -1.4630 -2.0121
C 0.3810 -2.1070 -0.9126
C 4.5818 1.0247 -0.0167
N 3.8881 0.2383 -0.8667
H 2.6197 -1.6367 0.6349
H 4.8757 -1.5248 -0.3832
C 1.4630 0.0575 -1.0522
H -5.8145 -0.3868 2.3020
C -0.6826 -1.8973 -2.0039
C 6.3667 1.1078 1.5171
O 5.5640 0.3402 0.6242
C -5.4341 1.3196 1.0962
C 4.0125 -1.1957 -0.9586
C -3.6730 1.1267 -0.5252
H -0.1738 -1.7075 -2.9488
H 0.6419 -3.1686 -0.8829
```

LUMO energy: 0.6 eV

List of natural (NBO) charges in e, atom by atom:
1 H 0.23
2 H 0.22
3 C -0.22
4 C -0.23
5 C -0.64
6 H 0.22
7 C -0.25
8 H 0.20
9 N -0.63
10 H 0.17
11 H 0.25
12 H 0.21
13 C -0.27
14 H 0.20
15 H 0.42
16 O -0.52
17 H 0.21
18 H 0.20
19 N -0.44
20 O -0.67
21 H 0.18
22 H 0.26
23 H 0.17
24 O -0.62
25 O -0.49
26 H 0.18
27 H 0.18
28 H 0.23
29 H 0.20
30 C 0.69
31 H 0.20
32 C -0.25
33 C 0.22
34 C 0.20
35 H 0.18
36 C 0.31
37 H 0.18
38 H 0.20
39 C -0.20
40 C 0.90
41 N -0.45
42 H 0.17
43 H 0.24
44 C -0.25
45 H 0.22
46 C -0.51
47 C -0.07
48 O -0.53
49 C -0.25
50 C -0.22
51 C -0.35
52 H 0.25
53 H 0.20

***

Short version: entry A is the most stable of them.